Computed, not measured: C50H49BrN8O5PSV as an isolated structure, with the ωB97M-V functional and the def2-TZVPD basis.

The geometry in XYZ format:
```
116
Properties=species:S:1:pos:R:3:forces:R:3
V -0.308 2.381 0.221 0.0 0.8 -0.2
Br -5.393 7.401 1.626 0.0 0.0 0.0
C -3.821 6.317 1.589 0.0 0.0 0.1
C -3.380 5.719 2.764 0.0 0.0 0.0
C -2.245 4.922 2.727 0.0 0.0 0.0
C -1.538 4.691 1.539 0.0 0.2 -0.1
O -0.462 3.950 1.519 -0.2 -0.2 0.3
C -2.011 5.318 0.339 0.0 -0.1 0.0
C -1.325 5.117 -0.887 0.1 0.0 0.0
N -0.388 4.157 -1.066 -0.2 -0.2 -0.1
C 0.435 4.222 -2.138 0.1 0.0 -0.1
C 0.513 5.224 -3.117 0.0 0.0 0.0
C 1.444 5.131 -4.158 0.0 0.0 0.0
C 2.334 4.089 -4.278 -0.1 0.0 0.0
C 2.322 3.069 -3.292 -0.1 0.0 0.0
C 3.190 1.963 -3.275 0.0 0.0 0.0
C 3.101 1.022 -2.278 0.0 0.0 0.0
C 2.139 1.176 -1.276 0.0 0.0 -0.1
N 1.327 2.220 -1.262 -0.2 -0.2 0.3
C 1.383 3.149 -2.238 0.0 0.0 0.0
C -3.159 6.131 0.398 0.0 0.0 0.0
H -3.918 5.871 3.691 0.0 0.0 0.0
H -1.880 4.443 3.628 0.0 0.0 0.0
H -1.597 5.752 -1.728 0.0 0.0 0.0
H -0.126 6.094 -3.069 0.0 0.0 0.0
H 1.462 5.925 -4.896 0.0 0.0 0.0
H 3.044 4.041 -5.094 0.0 0.0 0.0
H 3.925 1.862 -4.067 0.0 0.0 0.0
H 3.754 0.159 -2.259 0.0 0.0 0.0
H 1.996 0.443 -0.490 0.0 0.0 0.0
H -3.525 6.601 -0.508 0.0 0.0 0.0
O -0.371 0.862 4.196 0.0 0.0 0.0
C -0.140 1.281 3.071 0.1 -0.1 0.0
N -0.959 1.335 1.992 -0.3 0.0 -0.3
C -2.285 1.035 2.159 0.1 0.1 0.0
O -2.803 0.328 3.004 0.0 0.0 0.0
C -3.166 1.686 1.116 0.0 -0.1 -0.1
C -4.543 1.543 1.186 0.0 0.0 0.0
C -5.313 2.075 0.171 -0.1 0.0 0.0
C -4.683 2.683 -0.904 0.0 0.0 0.0
C -3.304 2.778 -0.899 -0.1 0.0 0.1
N -2.569 2.329 0.117 0.3 0.1 0.0
C 1.213 1.902 2.803 0.0 -0.1 0.0
C 2.113 2.057 3.846 -0.1 0.0 0.0
C 3.327 2.666 3.598 0.0 0.0 0.0
C 3.602 3.105 2.313 0.0 0.0 0.0
C 2.653 2.904 1.328 0.0 0.0 0.0
N 1.486 2.305 1.564 -0.1 0.0 -0.3
H -4.962 1.014 2.030 0.0 0.0 0.0
H -6.393 2.002 0.203 0.0 0.0 0.0
H -5.246 3.086 -1.735 0.0 0.0 0.0
H -2.758 3.223 -1.717 0.0 0.0 0.0
H 1.818 1.703 4.824 0.0 0.0 0.0
H 4.046 2.807 4.396 0.0 0.0 0.0
H 4.529 3.606 2.068 0.0 0.0 0.0
H 2.822 3.245 0.316 0.0 0.0 0.0
C 0.187 -4.235 -6.578 0.0 0.1 0.1
C -0.527 -5.257 -5.736 0.0 0.0 0.0
O -0.012 -6.244 -5.299 -0.1 -0.1 -0.1
S -2.297 -4.884 -5.400 0.1 -0.1 0.1
C -1.975 -3.479 -4.349 -0.1 0.1 -0.1
C -2.261 -2.189 -4.786 0.0 0.0 0.0
C -2.003 -1.099 -3.972 0.0 0.0 0.0
C -1.439 -1.272 -2.701 0.0 0.0 0.0
C -1.162 -2.579 -2.274 0.0 0.0 0.1
C -1.433 -3.669 -3.081 0.0 0.1 0.0
C -1.153 -0.164 -1.850 0.0 0.0 -0.1
C -0.846 0.745 -1.096 0.1 -0.1 0.3
H 1.216 -4.545 -6.747 0.0 0.0 0.0
H 0.164 -3.273 -6.062 0.0 0.0 0.0
H -0.344 -4.104 -7.520 0.0 0.0 0.0
H -2.683 -2.044 -5.773 0.0 0.0 0.0
H -2.222 -0.095 -4.309 0.0 0.0 0.0
H -0.731 -2.716 -1.287 0.0 0.0 -0.1
H -1.217 -4.674 -2.738 0.0 0.0 0.0
O 1.239 -0.954 0.885 0.3 0.0 0.2
P 1.198 -2.345 1.388 -0.2 -0.1 0.0
N 1.701 -2.485 2.968 0.0 0.1 0.0
C 2.585 -1.471 3.563 0.0 0.0 0.0
C 2.081 -1.336 4.998 0.1 0.0 0.0
C 1.562 -2.737 5.304 0.0 0.0 0.0
C 0.882 -3.139 3.999 0.0 0.0 0.0
N -0.297 -2.995 1.235 0.0 0.0 -0.2
C -1.483 -2.107 1.176 0.0 -0.1 0.2
C -2.661 -3.085 1.158 0.0 0.0 0.0
C -2.101 -4.346 1.820 0.0 0.0 0.0
C -0.682 -4.400 1.266 0.0 0.0 0.0
N 2.165 -3.440 0.572 0.1 0.0 0.0
C 3.617 -3.328 0.808 0.0 0.0 0.0
C 4.272 -4.015 -0.410 0.0 0.0 0.0
C 3.100 -4.495 -1.278 0.0 0.0 0.0
C 1.967 -3.562 -0.876 0.0 0.0 0.0
H 2.520 -0.543 3.001 0.0 0.1 0.0
H 3.630 -1.809 3.545 0.0 0.0 0.0
H 1.266 -0.613 5.036 -0.1 0.0 0.0
H 2.865 -1.014 5.686 0.0 0.0 0.0
H 0.877 -2.774 6.151 0.0 0.0 0.0
H 2.398 -3.411 5.511 0.0 0.0 0.0
H -0.148 -2.769 3.976 0.0 0.0 0.0
H 0.856 -4.223 3.866 0.0 0.0 0.0
H -1.446 -1.461 0.298 0.0 0.0 0.1
H -1.519 -1.466 2.056 0.0 0.0 0.1
H -2.960 -3.300 0.128 0.0 0.0 0.0
H -3.526 -2.680 1.681 0.0 0.0 0.0
H -2.675 -5.249 1.611 0.0 0.0 0.0
H -2.060 -4.205 2.903 0.0 0.0 0.0
H -0.693 -4.831 0.254 0.0 0.0 0.0
H 0.006 -4.998 1.861 0.0 0.0 0.1
H 3.873 -3.801 1.756 0.0 0.0 0.0
H 3.934 -2.280 0.863 0.0 0.0 0.0
H 4.923 -4.837 -0.112 0.0 0.0 0.0
H 4.889 -3.300 -0.956 0.0 0.0 0.0
H 2.829 -5.520 -1.016 0.0 0.0 0.0
H 3.313 -4.463 -2.346 0.0 0.0 0.0
H 0.980 -3.968 -1.094 0.1 0.0 0.0
H 2.058 -2.591 -1.383 0.0 0.0 0.0
```
Positions in Å, forces in eV/Å.

Its frontier orbital gap (alpha / beta) is 4.82 / 6.87 eV. As for the total energy: -190664.7293 eV. The value obtained for the HOMO energy (alpha / beta) is -2.6431 / -4.6922 eV. As for the LUMO energy (alpha / beta): 2.2 / 2.2 eV. As for the spin multiplicity: 4. The calculation puts the strongest force on any atom at 0.81 eV/A. As for the total charge: -1.